Here is C18H28N3O2PReS2Se2 as an isolated structure from the OMol25 dataset. Energies are from the ωB97M-V functional and the def2-TZVPD basis.

Each line ends with the Mulliken charge.
CARTESIAN COORDINATES (ANGSTROEM)
1 Re 0.1572 0.5006 -0.3642  0.64
2 C 1.8712 -4.5405 3.5798  -1.28
3 C 1.9526 -3.6613 2.3483  -0.24
4 O 0.8043 -2.8332 2.3124  -0.22
5 P 0.2946 -2.2694 0.8756  0.89
6 S -1.1370 -0.9743 1.0672  -0.40
7 S 1.6832 -1.3794 -0.1469  -0.58
8 O -0.1850 -3.6545 0.1746  -0.39
9 C -1.1796 -4.4385 0.8089  -0.25
10 C -2.3034 -4.6986 -0.1731  -1.20
11 H 2.7482 -5.1894 3.6552  0.39
12 H 0.9719 -5.1646 3.5476  0.27
13 H 1.8033 -3.9306 4.4867  0.29
14 H 2.0116 -4.2875 1.4524  0.36
15 H 2.8451 -3.0304 2.3999  0.34
16 H -1.5672 -3.9568 1.7117  0.41
17 H -0.7201 -5.3854 1.1093  0.25
18 H -2.7605 -3.7580 -0.4968  0.23
19 H -3.0760 -5.3285 0.2770  0.39
20 H -1.9236 -5.1940 -1.0727  0.30
21 Se -2.2080 3.5529 -0.0784  -0.19
22 Se -3.5130 1.5849 0.2302  -0.16
23 C -2.8971 0.8637 -1.4398  0.22
24 C -3.7904 0.7133 -2.5051  -0.83
25 C -3.3307 0.1834 -3.7127  -0.15
26 C -1.9907 -0.1871 -3.8429  -1.08
27 C -1.1276 -0.0207 -2.7568  -0.34
28 N -1.5951 0.4960 -1.5889  0.08
29 C -1.0090 3.0291 1.3275  0.08
30 C -0.9675 3.7636 2.5168  -0.93
31 C -0.0880 3.3748 3.5296  -0.16
32 C 0.7347 2.2618 3.3451  -0.97
33 C 0.6642 1.5521 2.1437  -0.06
34 N -0.1980 1.9476 1.1692  0.29
35 H -4.8283 1.0010 -2.3983  0.40
36 H -4.0114 0.0597 -4.5450  0.36
37 H -1.6249 -0.5990 -4.7746  0.40
38 H -0.0868 -0.3028 -2.8420  1.13
39 H -1.6068 4.6260 2.6539  0.41
40 H -0.0442 3.9350 4.4546  0.37
41 H 1.4200 1.9527 4.1240  0.40
42 H 1.2950 0.6876 1.9857  0.42
43 C 2.0052 1.6491 -2.5837  -1.36
44 C 1.9593 2.4804 -1.2932  1.60
45 C 0.7338 3.4059 -1.3062  -0.84
46 C 3.2416 3.3150 -1.1646  -1.89
47 N 1.8677 1.5821 -0.1491  -0.80
48 H 2.0824 2.3109 -3.4735  0.42
49 H 1.0865 1.0326 -2.6845  0.99
50 H 2.8826 0.9670 -2.5741  0.27
51 H 0.7820 4.1077 -2.1668  0.47
52 H 0.6872 4.0003 -0.3683  0.26
53 H -0.2025 2.8136 -1.3893  -0.25
54 H 3.3436 4.0134 -2.0235  0.33
55 H 4.1342 2.6531 -1.1401  0.38
56 H 3.2245 3.9101 -0.2260  0.38
57 H 0.6847 0.4575 -2.0056  -0.82

Forces on atoms 1 to 2 (eV/Å):
Re 3.89 0.36 0.59
C -0.23 -0.01 0.21

Computed properties:
Multiplicity: 3
Lowest unoccupied orbital energy (spin up / spin down) (eV): 2.6192 / 2.6143
Kohn-Sham gap (spin up / spin down) (eV): 4.23 / 4.96
HOMO energy (spin up / spin down) (eV): -1.61 / -2.34
Charge: -1
Largest force on an atom (eV/A): 5.18

Here is C18H29AlF3O7 as an isolated structure from the OMol25 dataset. Energies are from the ωB97M-V functional and the def2-TZVPD basis.

Each line ends with the Mulliken charge.
CARTESIAN COORDINATES (ANGSTROEM)
1 C -1.1533 1.0906 -2.4513  0.00
2 C -0.8110 1.1741 -1.2907  -0.83
3 C -0.2007 1.4574 0.1638  0.92
4 O -0.5634 2.7109 0.7063  -0.65
5 O -0.7547 0.4245 0.9881  -0.91
6 Al 0.0402 -1.1360 0.3750  -0.19
7 C -1.1102 -2.5036 -0.5973  -0.42
8 C -2.5611 -2.0038 -1.0131  -0.22
9 C -3.6855 -2.2380 0.0874  -0.40
10 C -4.8401 -1.1488 -0.1512  -0.76
11 O -4.7097 -0.0080 0.7247  -0.41
12 C -4.2897 1.1648 0.0160  -0.14
13 C 1.0203 -2.2894 1.8033  -0.39
14 O 2.2909 -2.8466 1.3291  -0.35
15 C 2.1391 -3.9001 0.4519  0.69
16 C 1.0392 -5.0167 0.5427  -0.68
17 O 2.9553 -4.0054 -0.4502  -0.62
18 O 1.3956 -0.2483 -0.5121  -0.62
19 C 1.3467 1.1183 -0.0622  1.81
20 C 1.9333 2.2240 -1.0717  -1.24
21 C 2.3598 1.6090 -2.4725  -0.59
22 C 2.4249 2.7344 -3.5933  0.82
23 F 1.4188 2.5354 -4.5330  -0.26
24 F 3.6880 2.6901 -4.2113  -0.30
25 F 2.3601 4.0269 -3.0617  -0.28
26 C 2.3367 1.1684 1.1787  -1.54
27 C 2.3124 2.5202 1.9932  0.48
28 C 1.7628 2.3344 3.4927  -1.24
29 O 3.6856 3.0386 2.1243  -0.58
30 H -1.0942 1.0962 -3.5656  0.45
31 H -1.3868 2.5409 1.2107  0.40
32 H -0.5776 -2.8579 -1.5265  0.34
33 H -1.2622 -3.4080 0.0749  0.11
34 H -2.8714 -2.6249 -1.9175  0.32
35 H -2.6101 -0.9300 -1.3398  -0.25
36 H -4.1798 -3.2330 -0.1403  0.33
37 H -3.3263 -2.1512 1.1493  0.26
38 H -4.8992 -0.8488 -1.2447  0.38
39 H -5.8468 -1.6144 0.1033  0.37
40 H -3.6591 0.9287 -0.8923  0.04
41 H -5.1800 1.7694 -0.3650  0.29
42 H -3.7145 1.8438 0.7160  0.04
43 H 1.2978 -1.5453 2.6212  0.30
44 H 0.3341 -3.0376 2.2969  0.36
45 H 1.5083 -5.9810 0.9018  0.32
46 H 0.1473 -4.7610 1.1696  0.17
47 H 0.6908 -5.2308 -0.5132  0.22
48 H 1.1399 3.0255 -1.1590  0.36
49 H 2.8478 2.7471 -0.6635  0.50
50 H 1.7119 0.7396 -2.7731  0.27
51 H 3.4286 1.2499 -2.3667  0.29
52 H 3.3850 1.0750 0.7533  0.41
53 H 2.2104 0.2754 1.8586  -0.07
54 H 1.7059 3.3438 1.5279  0.51
55 H 2.3298 2.9951 4.2059  0.36
56 H 0.6746 2.6577 3.4785  0.20
57 H 1.7979 1.2506 3.7953  0.21
58 H 3.5674 4.0075 2.0989  0.39

Forces on atoms 1 to 2 (eV/Å):
C 0.92 0.24 -0.81
C 0.42 1.44 0.54

Computed properties:
Lowest unoccupied orbital energy (eV): 2.8525
Kohn-Sham gap (eV): 8.00
HOMO energy (eV): -5.14
Charge: -1
Largest force on an atom (eV/A): 3.06

Here is C18H29AuN2O5P2S as an isolated structure from the OMol25 dataset. Energies are from the ωB97M-V functional and the def2-TZVPD basis.

Each line ends with the Mulliken charge.
CARTESIAN COORDINATES (ANGSTROEM)
1 C -0.8274 1.0451 -4.3720  -0.90
2 C -1.0359 0.7172 -2.9969  0.83
3 N -0.0997 1.1324 -2.0836  -0.05
4 C 0.8089 2.0437 -2.3739  0.53
5 C 0.8974 2.5664 -3.6629  -0.71
6 C 0.0975 2.0275 -4.6755  -0.41
7 C -2.1248 -0.0293 -2.5306  -1.18
8 P -2.2125 -0.5959 -0.8573  0.68
9 Au -0.1240 0.0895 0.0476  0.69
10 P 1.8748 1.3284 0.1914  0.31
11 C 1.6972 2.5232 -1.2342  -1.10
12 O -0.4580 -3.9500 -3.9004  -0.63
13 O 0.9056 -4.7570 -0.0074  -0.66
14 H -1.3726 0.4586 -5.1131  0.41
15 H 1.6136 3.3541 -3.8270  0.47
16 H 0.2018 2.3739 -5.6895  0.44
17 C -3.5974 0.4613 -0.3032  -1.31
18 C -2.6938 -2.2928 -0.3645  -0.82
19 H 2.7067 2.7806 -1.5790  0.52
20 H 1.2615 3.4164 -0.7528  0.43
21 H -1.0964 -3.2163 -3.7895  0.30
22 H -2.7835 -0.4439 -3.2688  0.44
23 C 2.1663 2.1681 1.7451  -0.72
24 C 3.4002 0.4030 -0.1788  -1.49
25 H 1.0515 -1.1805 -0.4482  0.35
26 H 0.1155 -4.1030 0.1078  0.34
27 H 1.0638 -4.6963 -0.9839  0.31
28 H 0.3446 -3.4008 -4.1221  0.32
29 H -0.7892 1.3301 1.0392  -0.22
30 H 1.6155 -0.8762 -0.9188  -0.32
31 H -4.4812 0.0992 -0.8498  0.41
32 H -3.7796 0.4655 0.7801  0.38
33 H -3.3392 1.4709 -0.6523  0.37
34 H -3.5516 -2.6732 -0.9382  0.46
35 H -1.8586 -2.9997 -0.4686  0.06
36 H -2.9679 -2.3253 0.7027  0.22
37 H 4.2376 1.1160 -0.2436  0.45
38 H 3.5909 -0.3083 0.6400  0.37
39 H 3.3101 -0.1475 -1.1284  0.52
40 H 3.1323 2.6820 1.7283  0.40
41 H 1.3558 2.8784 1.9247  0.39
42 H 2.1560 1.4250 2.5489  0.01
43 O 2.2743 0.6359 4.9752  -0.66
44 S 2.0487 -0.7551 4.6287  1.06
45 O 2.9876 -1.7479 5.1021  -0.66
46 N 1.5834 -0.9317 3.0393  -0.41
47 C 0.3704 -1.4935 2.8548  0.43
48 O -0.0984 -1.8913 1.7382  -0.61
49 C -0.3930 -1.5475 4.1279  0.29
50 C -1.7563 -1.7614 4.3541  -0.17
51 C -2.2524 -1.7601 5.6524  -0.73
52 C -1.3980 -1.5218 6.7390  -0.36
53 C -0.0379 -1.2247 6.5220  -0.72
54 C 0.4152 -1.2263 5.1954  0.14
55 H -2.4122 -1.9546 3.5191  0.40
56 H -3.2969 -1.9783 5.8660  0.38
57 H -1.7774 -1.5816 7.7620  0.36
58 H 0.6435 -1.0168 7.3548  0.40

Forces on atoms 1 to 2 (eV/Å):
C -0.37 -0.29 0.60
C 1.49 0.45 -0.29

Computed properties:
ΔE to the lowest compared entry with this formula, charge and spin (kJ/mol): 140.3
Multiplicity: 3
Lowest unoccupied orbital energy (spin up / spin down) (eV): -0.2702 / -2.7404
Kohn-Sham gap (spin up / spin down) (eV): 5.83 / 5.10
HOMO energy (spin up / spin down) (eV): -6.10 / -7.84
Largest force on an atom (eV/A): 3.04

Here is C18H29B12Br6Cl5GeNO7SSe2W as an isolated structure from the OMol25 dataset. Energies are from the ωB97M-V functional and the def2-TZVPD basis.

Each line ends with the Mulliken charge.
CARTESIAN COORDINATES (ANGSTROEM)
1 W -0.0248 -0.6673 -0.0782  -0.86
2 O 1.3256 1.2596 5.5990  -0.52
3 C -0.0082 1.6975 5.4497  -1.53
4 C -0.4897 1.2842 4.0425  2.25
5 C -1.9447 1.7317 3.9209  -1.63
6 O -2.3691 1.5236 2.5868  -0.20
7 C -0.3244 -0.2255 3.9723  -1.55
8 Se -0.7848 -1.3113 2.4211  0.32
9 C 0.4526 1.9567 3.0533  -1.91
10 Se 0.0824 1.8013 1.1376  0.45
11 H 1.6557 1.5033 6.4701  0.37
12 H -0.0881 2.7855 5.5423  0.52
13 H -0.6657 1.2420 6.1987  0.52
14 H -2.0253 2.7903 4.1902  0.46
15 H -2.5611 1.1586 4.6211  0.54
16 H -3.3355 1.5288 2.5251  -0.05
17 H -0.9530 -0.7188 4.7204  0.79
18 H 0.7111 -0.4995 4.1796  0.64
19 H 1.4743 1.6261 3.2178  0.87
20 H 0.4264 3.0441 3.1736  0.85
21 Br -2.4686 0.4767 -0.3655  0.04
22 B -3.9601 -0.8328 -0.3206  0.57
23 B -5.3630 -0.6175 -1.3532  0.40
24 C -5.8181 -2.2200 -1.6758  -0.33
25 B -4.1671 -1.8909 -1.7056  0.02
26 B -4.7907 -3.4366 -1.0788  0.38
27 B -6.3811 -3.1207 -0.3493  0.47
28 B -6.7342 -1.3753 -0.5158  0.39
29 B -5.5280 -0.4652 0.4159  0.22
30 Br -5.8131 1.2543 1.2793  -0.32
31 B -6.1851 -2.0312 1.0410  -0.41
32 Br -7.2750 -2.0895 2.6281  -0.28
33 B -4.9553 -3.3184 0.6915  0.08
34 Br -4.6144 -4.8261 1.8504  -0.28
35 B -3.6151 -2.5077 -0.1536  0.28
36 Br -1.7060 -3.0252 0.0897  0.10
37 B -4.4570 -1.6726 1.1551  0.19
38 Br -3.7322 -1.3754 2.9616  -0.21
39 H -5.5183 0.2578 -2.1244  -0.21
40 H -6.2924 -2.4071 -2.6282  0.71
41 H -3.5165 -1.8482 -2.6864  -0.21
42 H -4.5752 -4.4285 -1.6736  -0.21
43 H -7.2402 -3.9122 -0.4784  -0.20
44 H -7.8273 -1.0166 -0.7574  -0.20
45 C 8.7853 3.5010 -0.0092  -1.88
46 C 7.6061 4.1166 0.7509  2.02
47 C 7.8757 3.9589 2.2517  -1.76
48 C 7.5146 5.6116 0.4093  -1.60
49 C 6.2788 3.4643 0.3587  0.77
50 C 6.1010 2.8943 -0.9096  -0.61
51 C 4.8979 2.3432 -1.3400  -1.55
52 C 3.8633 2.3855 -0.4383  0.38
53 O 2.5531 1.9161 -0.5759  0.21
54 B 1.9850 2.2056 0.6250  0.71
55 O 2.8080 2.8269 1.5126  -0.58
56 C 4.0189 2.9395 0.8145  0.13
57 C 5.1997 3.4871 1.2490  -1.16
58 H 9.7145 3.9324 0.3626  0.44
59 H 8.7466 3.7094 -1.0781  0.39
60 H 8.8352 2.4203 0.1345  0.43
61 H 8.8589 4.3668 2.4855  0.46
62 H 7.8674 2.9093 2.5507  0.41
63 H 7.1560 4.5017 2.8648  0.32
64 H 8.4449 6.1136 0.6780  0.41
65 H 6.6996 6.0905 0.9548  0.37
66 H 7.3436 5.7599 -0.6579  0.39
67 H 6.9319 2.8754 -1.5980  0.27
68 H 4.7868 1.9120 -2.3245  0.66
69 H 5.2755 3.9155 2.2368  0.38
70 Cl 3.5003 -3.7158 0.2615  -0.18
71 Ge 1.6354 -2.7618 0.2493  0.77
72 Cl 0.8507 -3.9555 -2.0340  -0.22
73 Cl 2.0784 -0.6392 1.3976  -0.21
74 O -0.5965 -1.4003 -1.9928  -0.15
75 S 0.8074 -1.8154 -2.4781  0.51
76 N 1.5829 -1.3684 -1.1563  -0.51
77 Cl 2.0472 3.2699 -3.3637  -0.10
78 C 0.4604 2.6067 -2.9820  0.29
79 Cl -0.4479 3.6402 -1.8826  -0.11
80 C 0.6135 1.1706 -2.4770  0.62
81 O 1.0645 0.3289 -3.2171  -0.65
82 O 0.2016 0.9448 -1.2441  0.07
83 H -0.0954 2.5493 -3.9160  0.50

Forces on atoms 1 to 2 (eV/Å):
W -0.35 -0.02 0.47
O 0.03 0.00 0.00

Computed properties:
Multiplicity: 2
Lowest unoccupied orbital energy (spin up / spin down) (eV): -8.9029 / -9.2072
Kohn-Sham gap (spin up / spin down) (eV): 4.41 / 4.10
HOMO energy (spin up / spin down) (eV): -13.31 / -13.31
Charge: +2
Largest force on an atom (eV/A): 0.59